Computed, not measured: one molecule with the formula C24H26N4O2S2 at a distorted geometry, with ωB97M-V/def2-TZVPD.

Output
LUMO level (eV): 0.50
Gap between HOMO and LUMO (eV): 8.62
Structure (SMILES): Cc1sc2c(c1C)C(c1ccc(C(C)(C)C)cc1)=NCC(=O)N2CC(=O)Nc1nccs1
F_max (Eh/bohr): 0.023

Bonds (Å) are listed after each position.
Atoms and positions in Å:
1 C -2.596 1.834 -4.340  C2 1.489, H56 1.087, H57 1.090, H58 1.091
2 C -2.330 0.883 -3.226  C1 1.489, C3 1.361, S51 1.739
3 C -2.035 1.174 -1.930  C2 1.361, C4 1.429, C52 1.494
4 C -1.842 0.003 -1.134  C3 1.429, C5 1.373, C11 1.463
5 C -2.019 -1.155 -1.850  C4 1.373, N6 1.384, S51 1.739
6 N -1.871 -2.454 -1.396  C5 1.384, C7 1.373, C37 1.459
7 C -2.228 -2.851 -0.131  N6 1.373, O8 1.211, C9 1.517
8 O -1.905 -3.930 0.314  C7 1.211
9 C -2.996 -1.803 0.652  C7 1.517, N10 1.435, H35 1.091, H36 1.100
10 N -2.017 -0.859 1.114  C9 1.435, C11 1.277
11 C -1.494 -0.040 0.286  C4 1.463, N10 1.277, C12 1.466
12 C -0.447 0.865 0.771  C11 1.466, C13 1.392, C17 1.391
13 C -0.484 1.370 2.067  C12 1.392, C14 1.379, H34 1.079
14 C 0.524 2.193 2.522  C13 1.379, C15 1.395, H33 1.080
15 C 1.610 2.532 1.715  C14 1.395, C16 1.390, C20 1.520
16 C 1.645 2.005 0.429  C15 1.390, C17 1.383, H19 1.078
17 C 0.634 1.187 -0.042  C12 1.391, C16 1.383, H18 1.081
18 H 0.703 0.767 -1.035  C17 1.081
19 H 2.470 2.221 -0.231  C16 1.078
20 C 2.700 3.435 2.270  C15 1.520, C21 1.531, C25 1.535, C29 1.535
21 C 3.807 3.721 1.251  C20 1.531, H22 1.088, H23 1.087, H24 1.088
22 H 3.410 4.219 0.370  C21 1.088
23 H 4.307 2.804 0.948  C21 1.087
24 H 4.551 4.376 1.700  C21 1.088
25 C 2.079 4.775 2.688  C20 1.535, H26 1.086, H27 1.088, H28 1.088
26 H 1.329 4.641 3.462  C25 1.086
27 H 1.606 5.254 1.834  C25 1.088
28 H 2.849 5.440 3.074  C25 1.088
29 C 3.336 2.752 3.489  C20 1.535, H30 1.086, H31 1.088, H32 1.088
30 H 2.605 2.582 4.274  C29 1.086
31 H 4.133 3.373 3.893  C29 1.088
32 H 3.758 1.791 3.203  C29 1.088
33 H 0.462 2.572 3.531  C14 1.080
34 H -1.314 1.107 2.704  C13 1.079
35 H -3.454 -2.270 1.525  C9 1.091
36 H -3.762 -1.347 0.008  C9 1.100
37 C -1.022 -3.351 -2.172  N6 1.459, C38 1.522, H49 1.090, H50 1.091
38 C 0.397 -2.987 -1.759  C37 1.522, O39 1.211, N40 1.368
39 O 0.899 -1.921 -2.036  C38 1.211
40 N 1.050 -3.858 -0.930  C38 1.368, C41 1.372, H48 1.015
41 C 0.676 -5.106 -0.500  N40 1.372, N42 1.285, S45 1.758
42 N -0.094 -5.929 -1.116  C41 1.285, C43 1.354
43 C -0.257 -7.079 -0.419  N42 1.354, C44 1.355, H47 1.074
44 C 0.422 -7.156 0.751  C43 1.355, S45 1.722, H46 1.070
45 S 1.310 -5.706 1.027  C41 1.758, C44 1.722
46 H 0.456 -7.957 1.459  C44 1.070
47 H -0.891 -7.842 -0.829  C43 1.074
48 H 1.895 -3.481 -0.513  N40 1.015
49 H -1.263 -4.384 -1.924  C37 1.090
50 H -1.169 -3.157 -3.236  C37 1.091
51 S -2.387 -0.831 -3.518  C2 1.739, C5 1.739
52 C -1.956 2.569 -1.399  C3 1.494, H53 1.088, H54 1.090, H55 1.087
53 H -2.661 3.212 -1.921  C52 1.088
54 H -0.955 2.975 -1.537  C52 1.090
55 H -2.181 2.584 -0.335  C52 1.087
56 H -2.726 1.294 -5.275  C1 1.087
57 H -1.766 2.531 -4.451  C1 1.090
58 H -3.500 2.412 -4.146  C1 1.091

What are the Mulliken partial charges on each atom? They are as follows, in elementary charge units:
1 C -1.381
2 C 0.847
3 C -0.012
4 C 0.764
5 C -0.300
6 N 0.127
7 C 0.842
8 O -0.584
9 C -1.023
10 N -0.642
11 C 0.639
12 C 0.183
13 C -1.393
14 C -0.360
15 C 0.725
16 C -0.635
17 C -0.780
18 H 0.478
19 H 0.446
20 C 2.129
21 C -2.097
22 H 0.417
23 H 0.414
24 H 0.439
25 C -1.629
26 H 0.329
27 H 0.383
28 H 0.456
29 C -1.626
30 H 0.338
31 H 0.453
32 H 0.377
33 H 0.355
34 H 0.449
35 H 0.458
36 H 0.320
37 C -1.139
38 C 0.440
39 O -0.631
40 N -0.018
41 C 0.419
42 N -0.386
43 C -0.610
44 C -0.208
45 S -0.181
46 H 0.447
47 H 0.399
48 H 0.262
49 H 0.452
50 H 0.747
51 S -0.442
52 C -1.719
53 H 0.526
54 H 0.295
55 H 0.387
56 H 0.417
57 H 0.306
58 H 0.329